Molecular formula: C42H42HgO3P2
Method: DFT, wB97M-V/def2-TZVPD

Structure (XYZ):
```
90
Properties=species:S:1:pos:R:3:lowdin_charge:R:1
Hg -0.041 2.395 -4.065 1.318
C -1.861 1.577 -4.983 -0.284
C -1.820 0.084 -4.789 -0.345
C -0.815 -0.656 -5.697 -0.208
C 0.352 0.128 -6.389 -0.150
C 0.965 1.381 -5.794 -0.177
C 0.551 2.702 -6.132 -0.268
C -0.721 2.990 -6.879 -0.202
C -1.869 2.035 -6.459 -0.194
C 0.135 1.666 -2.091 -0.249
H -2.681 2.021 -4.407 0.085
H -2.840 -0.283 -5.054 0.124
H -1.443 -1.138 -6.467 0.118
H -0.391 -1.529 -5.188 0.071
H 1.185 -0.598 -6.468 0.121
H -0.004 0.366 -7.400 0.114
H 2.022 1.289 -5.512 0.079
H 1.273 3.532 -6.199 0.121
H -0.552 2.967 -7.978 0.134
H -1.011 4.035 -6.643 0.118
H -2.812 2.521 -6.741 0.120
H -1.866 1.140 -7.100 0.102
H 0.185 2.535 -1.422 0.014
H 0.956 0.964 -1.912 -0.077
H -0.734 1.020 -1.923 -0.065
P -1.776 -0.887 -2.995 1.133
P 2.655 -0.648 -2.090 1.040
C -0.031 -1.462 -2.782 -0.325
C 1.274 -1.095 -3.183 -0.353
C -2.591 -2.467 -2.488 -0.363
C -3.036 -3.485 -3.356 -0.084
C -3.761 -4.563 -2.817 -0.092
C -4.007 -4.652 -1.446 -0.083
C -3.497 -3.685 -0.579 -0.053
C -2.756 -2.621 -1.093 -0.072
C -3.173 0.199 -2.236 -0.256
C -3.060 1.480 -1.659 -0.115
C -4.077 2.421 -1.782 -0.078
C -5.357 2.010 -2.136 -0.083
C -5.586 0.646 -2.337 -0.080
C -4.512 -0.242 -2.426 -0.078
C 4.054 -1.644 -1.530 -0.370
C 3.764 -2.813 -0.762 -0.103
C 4.781 -3.465 -0.076 -0.093
C 6.099 -2.982 -0.126 -0.093
C 6.407 -1.859 -0.907 -0.094
C 5.399 -1.193 -1.611 -0.098
C 3.332 0.917 -2.728 -0.402
C 3.182 2.106 -1.972 -0.110
C 3.552 3.336 -2.512 -0.085
C 4.120 3.417 -3.784 -0.091
C 4.306 2.247 -4.520 -0.110
C 3.909 1.008 -4.009 -0.135
H -0.079 -2.527 -2.459 0.078
H 1.650 -1.363 -4.201 0.061
H -2.823 -3.415 -4.429 0.103
H -4.153 -5.324 -3.486 0.099
H -4.604 -5.474 -1.042 0.106
H -3.678 -3.741 0.492 0.115
H -2.324 -1.875 -0.413 0.094
H -2.219 1.774 -1.041 0.071
H -3.829 3.461 -1.551 0.114
H -6.161 2.739 -2.184 0.103
H -6.599 0.276 -2.431 0.101
H -4.721 -1.300 -2.601 0.103
H 2.723 -3.155 -0.700 0.105
H 4.546 -4.342 0.530 0.104
H 6.876 -3.446 0.472 0.097
H 7.431 -1.477 -0.952 0.103
H 5.635 -0.303 -2.208 0.093
H 2.726 2.062 -0.987 0.110
H 3.375 4.238 -1.937 0.106
H 4.389 4.382 -4.216 0.104
H 4.753 2.304 -5.511 0.104
H 4.032 0.099 -4.598 0.112
O -2.616 2.250 2.984 -0.009
C -2.233 1.254 3.762 -0.305
C -2.328 1.364 5.176 -0.033
C -2.037 0.278 5.987 -0.116
C -1.653 -0.942 5.408 -0.123
C -1.508 -1.055 4.019 -0.043
C -1.763 0.033 3.181 -0.078
C -1.518 -0.024 1.689 -0.556
O -0.972 -1.027 1.192 -0.023
O -1.959 0.997 1.023 -0.041
H -2.396 1.851 1.964 0.057
H -2.653 2.314 5.587 0.101
H -2.106 0.375 7.076 0.096
H -1.467 -1.801 6.051 0.084
H -1.200 -1.988 3.542 0.108
```

Summary:
LUMO (alpha / beta): -2.9172 / -2.0707 eV
E_tot: -73118.3567 eV
Multiplicity: 1
HOMO level (alpha / beta): -6.308 / -6.308 eV
Energy relative to the best compared isomer or geometry (same formula, charge and spin): 3.437 eV

Molecular formula: C42H43AgNP2S2
Method: DFT, wB97M-V/def2-TZVPD

Structure (XYZ):
```
91
Properties=species:S:1:pos:R:3:lowdin_charge:R:1
Ag 0.565 0.208 0.757 0.463
C -0.813 3.897 1.444 -0.068
C -1.332 4.314 0.088 -0.277
C -2.143 5.442 -0.026 -0.060
C -2.617 5.868 -1.258 -0.098
C -2.279 5.166 -2.407 -0.092
C -1.477 4.037 -2.307 -0.082
C -1.002 3.598 -1.072 -0.324
P 0.052 2.090 -0.938 1.056
C -0.483 1.131 -2.408 -0.337
C 0.345 1.002 -3.518 -0.094
C -0.005 0.178 -4.580 -0.086
C -1.196 -0.528 -4.533 -0.091
C -2.037 -0.388 -3.436 -0.047
C -1.703 0.434 -2.366 -0.270
C -2.641 0.541 -1.191 -0.068
C 1.711 2.720 -1.270 -0.347
C 1.981 4.081 -1.417 -0.111
C 3.276 4.580 -1.420 -0.137
C 4.331 3.673 -1.285 -0.131
C 4.094 2.322 -1.148 -0.113
C 2.779 1.771 -1.125 -0.386
C 2.541 0.389 -0.914 -0.156
H -1.187 4.563 2.222 0.071
H 0.280 3.916 1.473 0.073
H -1.104 2.873 1.688 0.060
H -2.406 5.994 0.871 0.102
H -3.249 6.746 -1.321 0.094
H -2.641 5.490 -3.375 0.096
H -1.223 3.477 -3.199 0.108
H 1.288 1.538 -3.534 0.102
H 0.665 0.064 -5.424 0.097
H -1.461 -1.210 -5.331 0.099
H -2.959 -0.959 -3.390 0.108
H -3.519 -0.084 -1.350 0.055
H -2.976 1.570 -1.038 0.075
H -2.153 0.211 -0.269 0.038
H 1.153 4.775 -1.516 0.093
H 3.460 5.640 -1.533 0.079
H 5.355 4.034 -1.312 0.088
H 4.933 1.633 -1.111 0.093
H 3.431 -0.241 -0.909 0.034
H 1.738 -0.084 -1.477 0.006
S 0.046 -3.965 -2.742 0.134
P -0.848 -3.710 -1.002 -0.021
S -0.244 -2.300 0.276 0.169
C -0.847 -5.295 -0.058 -0.378
C -1.569 -5.398 1.132 -0.103
C -1.573 -6.583 1.853 -0.099
C -0.843 -7.678 1.399 -0.114
C -0.124 -7.580 0.217 -0.101
C -0.133 -6.394 -0.512 -0.116
C -2.655 -3.496 -1.291 -0.378
C -3.406 -2.581 -0.564 -0.141
C -4.772 -2.442 -0.801 -0.104
C -5.395 -3.224 -1.763 -0.107
C -4.648 -4.145 -2.491 -0.098
C -3.287 -4.277 -2.259 -0.108
H -2.118 -4.537 1.495 0.095
H -2.137 -6.653 2.776 0.093
H -0.840 -8.603 1.965 0.090
H 0.444 -8.431 -0.142 0.093
H 0.409 -6.304 -1.446 0.050
H -2.903 -1.977 0.182 0.050
H -5.347 -1.719 -0.233 0.099
H -6.457 -3.114 -1.950 0.092
H -5.129 -4.754 -3.248 0.094
H -2.692 -4.968 -2.845 0.080
C 3.589 -0.737 2.260 0.003
N 3.959 0.629 2.759 -0.168
C 5.124 1.177 2.020 0.002
C 2.792 1.611 2.712 -0.113
C 1.679 1.128 3.590 -0.319
C 1.775 1.320 4.973 -0.087
C 0.812 0.781 5.812 -0.121
C -0.239 0.061 5.242 -0.113
C -0.316 -0.103 3.863 -0.140
C 0.641 0.423 2.978 -0.178
H 4.482 -1.358 2.298 0.098
H 3.214 -0.628 1.242 0.053
H 2.799 -1.137 2.886 0.097
H 4.191 0.537 3.747 0.165
H 4.808 1.369 0.995 0.070
H 5.937 0.455 2.038 0.098
H 5.431 2.110 2.488 0.101
H 2.491 1.649 1.664 0.086
H 3.214 2.568 3.025 0.128
H 2.589 1.911 5.394 0.097
H 0.867 0.930 6.883 0.087
H -1.002 -0.369 5.882 0.090
H -1.149 -0.672 3.460 0.077
```

Summary:
LUMO: 1.9320 eV
Charge: -1
E_tot: -89991.1413 eV
Multiplicity: 1
HOMO level: -3.486 eV
Energy relative to the best compared isomer or geometry (same formula, charge and spin): 0.637 eV

Molecular formula: C42H43BrI2N6O13Si2
Method: DFT, wB97M-V/def2-TZVPD

Structure (XYZ):
```
109
Properties=species:S:1:pos:R:3:lowdin_charge:R:1
C 2.595 1.661 4.607 -0.152
C 2.425 1.946 3.002 -0.296
C 3.074 3.354 2.470 -0.313
Si 2.548 4.923 3.456 0.386
O 3.454 6.387 2.954 -0.481
Si 5.118 6.180 3.526 0.162
Br 6.014 8.043 4.517 0.234
C 0.623 5.286 3.381 -0.729
I -0.270 5.136 1.359 0.783
C -0.194 5.663 4.594 -0.717
C -1.808 5.984 4.550 -0.194
I 0.735 5.817 6.619 0.728
H 3.728 1.566 4.965 0.094
H 1.976 2.387 5.304 0.070
H 2.132 0.578 4.801 0.058
H 3.023 1.075 2.446 0.106
H 1.298 1.796 2.695 0.109
H 2.786 3.496 1.320 0.087
H 4.253 3.241 2.478 0.090
H 2.981 4.689 4.858 -0.047
H 5.917 5.823 2.338 -0.050
H 5.181 5.089 4.489 -0.063
H -2.343 5.146 5.180 0.087
H -1.954 6.991 5.174 0.084
H -2.248 6.143 3.477 0.045
C -0.511 5.515 -3.405 -0.062
C -0.785 4.582 -2.404 -0.078
C -0.743 3.216 -2.690 0.014
C -0.419 2.794 -3.987 -0.134
C -0.150 3.729 -4.996 0.000
C -0.198 5.092 -4.698 -0.065
N -0.347 1.359 -4.288 -0.299
O -0.610 0.563 -3.374 0.071
O -0.025 1.025 -5.437 0.038
H -0.539 6.579 -3.176 0.111
H -1.029 4.919 -1.399 0.018
H -0.959 2.501 -1.899 0.120
H 0.098 3.415 -6.007 0.118
H 0.012 5.826 -5.473 0.109
C -1.274 -2.222 -0.370 -0.060
C -2.062 -1.850 0.721 -0.078
C -1.459 -1.475 1.924 0.007
C -0.061 -1.470 2.021 -0.139
C 0.732 -1.850 0.930 0.005
C 0.118 -2.226 -0.266 -0.051
N 0.579 -1.052 3.275 -0.310
O -0.157 -0.742 4.223 0.056
O 1.817 -1.029 3.311 0.028
H -1.748 -2.508 -1.307 0.108
H -3.146 -1.851 0.634 0.090
H -2.087 -1.188 2.765 0.113
H 1.818 -1.856 0.994 0.099
H 0.725 -2.520 -1.120 0.100
C 7.782 -2.940 2.058 -0.072
C 7.313 -4.014 1.300 -0.067
C 6.191 -3.857 0.483 0.001
C 5.547 -2.613 0.430 -0.140
C 6.012 -1.535 1.196 0.003
C 7.132 -1.705 2.011 -0.065
N 4.383 -2.434 -0.446 -0.321
O 3.991 -3.417 -1.093 0.061
O 3.861 -1.311 -0.491 0.050
H 8.660 -3.066 2.689 0.108
H 7.824 -4.973 1.343 0.109
H 5.838 -4.703 -0.101 0.119
H 5.518 -0.566 1.168 0.116
H 7.502 -0.874 2.607 0.109
C -4.488 -7.485 -2.767 -0.068
C -3.572 -7.282 -1.734 -0.064
C -3.606 -6.101 -0.990 0.002
C -4.569 -5.127 -1.288 -0.140
C -5.484 -5.324 -2.331 0.001
C -5.439 -6.508 -3.069 -0.065
N -4.626 -3.894 -0.494 -0.299
O -3.787 -3.748 0.407 0.025
O -5.513 -3.072 -0.766 0.072
H -4.461 -8.410 -3.341 0.110
H -2.833 -8.047 -1.506 0.110
H -2.885 -5.958 -0.188 0.120
H -6.234 -4.575 -2.576 0.120
H -6.147 -6.672 -3.878 0.110
C 0.699 -1.851 -5.620 -0.059
C 0.424 -2.784 -4.619 -0.053
C 0.467 -4.150 -4.905 0.000
C 0.791 -4.572 -6.202 -0.149
C 1.060 -3.637 -7.210 -0.004
C 1.011 -2.274 -6.913 -0.057
N 0.862 -6.007 -6.503 -0.330
O 0.599 -6.803 -5.588 0.051
O 1.185 -6.341 -7.652 0.055
H 0.670 -0.787 -5.390 0.064
H 0.180 -2.447 -3.614 0.091
H 0.250 -4.865 -4.114 0.115
H 1.308 -3.951 -8.222 0.117
H 1.221 -1.540 -7.688 0.109
C -5.686 2.048 4.375 -0.072
C -6.522 2.933 3.694 -0.068
C -6.194 3.353 2.403 0.000
C -5.022 2.874 1.801 -0.141
C -4.177 1.991 2.486 0.002
C -4.515 1.580 3.777 -0.064
N -4.684 3.291 0.435 -0.323
O -5.447 4.089 -0.131 0.063
O -3.658 2.820 -0.076 0.043
H -5.950 1.719 5.379 0.108
H -7.433 3.294 4.167 0.108
H -6.856 4.043 1.885 0.119
H -3.262 1.615 2.032 0.115
H -3.867 0.893 4.316 0.108
```

Summary:
LUMO: -0.9162 eV
E_tot: -181791.4795 eV
Multiplicity: 1
HOMO level: -8.873 eV

Molecular formula: C42H43Cl5N2O3P2PdS4
Method: DFT, wB97M-V/def2-TZVPD

Structure (XYZ):
```
102
Properties=species:S:1:pos:R:3:lowdin_charge:R:1
Pd 1.092 -2.432 -1.071 0.360
S -0.084 -0.765 -2.261 0.711
C -1.521 -0.773 -1.347 -0.653
N -2.262 0.297 -1.184 -0.093
C -3.443 0.307 -0.319 -0.105
C -4.168 -0.996 -0.446 -0.085
N -3.233 -2.094 -0.209 -0.092
C -3.780 -3.221 0.565 -0.107
C -4.084 -2.780 1.978 -0.225
C -3.078 -2.181 2.731 -0.033
C -3.341 -1.746 4.019 -0.053
C -4.604 -1.927 4.569 -0.078
C -5.604 -2.539 3.827 -0.082
C -5.346 -2.959 2.529 -0.052
C -1.997 -2.061 -0.676 -0.620
S -0.973 -3.391 -0.591 0.781
C -1.829 1.643 -1.581 -0.128
C -2.703 2.186 -2.682 -0.206
C -3.532 3.275 -2.446 -0.039
C -4.347 3.769 -3.456 -0.075
C -4.339 3.171 -4.706 -0.086
C -3.512 2.080 -4.946 -0.075
C -2.696 1.591 -3.940 -0.031
H -4.081 1.129 -0.641 0.137
H -3.091 0.489 0.704 0.100
H -4.617 -1.117 -1.437 0.146
H -4.952 -1.061 0.307 0.136
H -3.050 -4.026 0.562 0.077
H -4.678 -3.575 0.054 0.137
H -2.090 -2.028 2.314 0.078
H -2.556 -1.261 4.586 0.114
H -4.808 -1.589 5.576 0.104
H -6.589 -2.680 4.253 0.103
H -6.130 -3.426 1.943 0.111
H -0.785 1.594 -1.876 0.074
H -1.901 2.257 -0.681 0.108
H -3.534 3.742 -1.468 0.109
H -4.987 4.620 -3.265 0.105
H -4.973 3.554 -5.494 0.103
H -3.500 1.615 -5.923 0.105
H -2.045 0.745 -4.130 0.101
S 1.204 1.750 4.152 0.153
P 0.193 1.993 2.480 -0.016
S -0.476 0.370 1.524 0.276
C 1.173 2.986 1.288 -0.404
C 1.778 4.164 1.728 -0.100
C 2.497 4.952 0.845 -0.082
C 2.627 4.569 -0.487 -0.092
C 2.041 3.392 -0.924 -0.088
C 1.316 2.604 -0.038 -0.144
C -1.258 3.087 2.731 -0.379
C -1.945 3.069 3.937 -0.103
C -3.097 3.829 4.098 -0.086
C -3.562 4.622 3.061 -0.099
C -2.866 4.661 1.858 -0.097
C -1.723 3.895 1.696 -0.108
H 1.692 4.443 2.771 0.098
H 2.963 5.864 1.194 0.101
H 3.192 5.186 -1.175 0.099
H 2.151 3.081 -1.957 0.097
H 0.884 1.663 -0.355 0.036
H -1.560 2.461 4.746 0.078
H -3.626 3.808 5.043 0.100
H -4.455 5.221 3.191 0.097
H -3.208 5.301 1.054 0.096
H -1.167 3.946 0.767 0.095
C 6.358 -2.900 -1.722 -0.055
C 4.923 -3.145 -1.321 -0.264
O 4.415 -1.953 -0.685 -0.246
P 3.025 -1.298 -1.122 0.615
O 3.249 -0.699 -2.578 -0.276
C 4.275 0.296 -2.813 -0.258
C 4.662 0.227 -4.269 -0.066
O 3.000 -0.008 -0.220 -0.263
C 3.314 0.064 1.205 -0.259
C 4.247 1.225 1.429 -0.049
H 6.783 -3.813 -2.142 0.084
H 6.952 -2.611 -0.855 0.085
H 6.428 -2.112 -2.472 0.069
H 4.845 -3.958 -0.598 0.115
H 4.306 -3.395 -2.187 0.092
H 5.126 0.103 -2.157 0.113
H 3.858 1.268 -2.547 0.108
H 5.070 -0.754 -4.513 0.076
H 5.419 0.981 -4.488 0.082
H 3.798 0.409 -4.907 0.081
H 3.755 -0.879 1.518 0.092
H 2.364 0.194 1.721 0.038
H 5.202 1.065 0.927 0.079
H 4.424 1.335 2.499 0.085
H 3.799 2.150 1.063 0.060
Cl 1.666 -2.902 2.122 0.711
C 2.191 -4.188 1.095 -0.706
C 1.987 -4.063 -0.277 -0.419
C 2.340 -5.144 -1.072 -0.729
Cl 2.031 -5.051 -2.780 0.668
C 2.928 -6.294 -0.550 -0.717
Cl 3.379 -7.597 -1.580 0.682
C 3.159 -6.376 0.821 -0.712
Cl 3.894 -7.780 1.489 0.685
C 2.778 -5.323 1.651 -0.708
Cl 3.030 -5.431 3.347 0.694
```

Summary:
LUMO: -1.5262 eV
E_tot: -181390.8920 eV
Multiplicity: 1
HOMO level: -7.069 eV
Energy relative to the best compared isomer or geometry (same formula, charge and spin): 0.000 eV